(1)
Density functional theory data (ωB97M-V/def2-TZVPD) for 14 unconnected molecules or ions with the total composition C47H121O41P9 at a distorted geometry.

Last column: Löwdin charge in e.
CARTESIAN COORDINATES (ANGSTROEM)
C1 3.970 -5.553 9.823  -0.104
O1 3.307 -5.055 8.635  -0.233
P1 3.527 -5.776 7.155  0.498
O2 2.922 -4.959 6.023  -0.263
O3 5.142 -5.939 7.064  -0.243
C2 5.931 -4.773 6.913  -0.120
O4 2.996 -7.256 7.450  -0.207
C3 3.784 -8.322 8.044  -0.090
H1 4.504 -4.731 10.299  0.088
H2 4.708 -6.320 9.590  0.060
H3 3.380 -6.007 10.619  0.089
H4 6.503 -4.814 5.986  0.087
H5 6.682 -4.674 7.696  0.089
H6 5.414 -3.819 6.814  0.091
H7 3.205 -8.740 8.867  0.090
H8 4.793 -8.107 8.395  0.080
H9 3.829 -9.181 7.375  0.087
C4 -0.114 -0.469 0.479  -0.082
O5 -0.997 0.654 0.751  -0.242
P2 -0.492 2.199 0.942  0.470
O6 -1.613 3.159 1.216  -0.257
O7 0.703 2.133 2.093  -0.239
C5 0.530 1.648 3.425  -0.106
O8 0.257 2.531 -0.410  -0.209
C6 -0.502 2.590 -1.602  -0.112
H10 0.873 -0.259 0.893  0.077
H11 0.011 -0.577 -0.598  0.086
H12 -0.316 -1.386 1.033  0.089
H13 -0.139 0.791 3.510  0.087
H14 0.224 2.461 4.083  0.089
H15 1.463 1.290 3.861  0.086
H16 -0.418 3.419 -2.303  0.094
H17 -1.572 2.502 -1.415  0.086
H18 -0.267 1.697 -2.182  0.084
C7 5.764 -6.865 -1.269  -0.081
O9 6.071 -6.712 -2.707  -0.232
P3 6.853 -7.967 -3.392  0.494
O10 7.992 -8.518 -2.549  -0.271
O11 5.719 -9.029 -3.860  -0.234
C8 4.856 -8.903 -5.028  -0.072
O12 7.394 -7.279 -4.787  -0.235
C9 8.492 -7.817 -5.537  -0.117
H19 4.770 -6.513 -0.990  0.082
H20 6.498 -6.407 -0.606  0.090
H21 5.657 -7.919 -1.012  0.077
H22 5.086 -7.945 -5.495  0.079
H23 3.789 -9.028 -4.842  0.087
H24 5.112 -9.649 -5.780  0.084
H25 8.170 -8.046 -6.553  0.077
H26 8.992 -8.728 -5.209  0.089
H27 9.294 -7.147 -5.845  0.083
C10 0.372 4.371 -11.474  -0.059
O13 -0.804 4.099 -12.303  -0.217
P4 -0.623 3.486 -13.749  0.461
O14 0.583 2.613 -13.871  -0.248
O15 -2.065 2.750 -14.089  -0.241
C11 -3.328 3.472 -13.951  -0.089
O16 -0.739 4.706 -14.826  -0.219
C12 -0.697 4.330 -16.152  -0.163
H28 0.096 3.891 -10.535  0.092
H29 0.659 5.419 -11.385  0.090
H30 1.254 3.829 -11.817  0.076
H31 -3.143 4.451 -13.508  0.076
H32 -3.840 2.908 -13.170  0.088
H33 -3.977 3.648 -14.809  0.087
H34 -0.469 5.191 -16.780  0.090
H35 -1.651 3.946 -16.511  0.085
H36 0.052 3.596 -16.451  0.091
C13 -8.107 3.853 -3.980  -0.111
O17 -7.747 4.374 -5.244  -0.255
P5 -8.526 3.941 -6.633  0.523
O18 -8.213 4.770 -7.868  -0.265
O19 -7.941 2.437 -6.825  -0.232
C14 -6.531 2.235 -6.707  -0.120
O20 -10.050 3.837 -6.060  -0.233
C15 -11.057 3.199 -6.811  -0.107
H37 -7.255 4.113 -3.352  0.093
H38 -7.983 2.776 -4.091  0.084
H39 -9.063 4.165 -3.558  0.091
H40 -5.907 3.120 -6.581  0.093
H41 -6.101 1.629 -7.505  0.085
H42 -6.254 1.525 -5.928  0.083
H43 -10.814 2.172 -7.085  0.092
H44 -11.140 3.799 -7.717  0.088
H45 -12.013 3.299 -6.297  0.093
C16 3.219 -2.753 -9.492  -0.111
O21 3.213 -2.570 -8.087  -0.233
P6 1.778 -2.506 -7.319  0.522
O22 0.786 -1.472 -7.808  -0.274
O23 1.218 -4.071 -7.217  -0.240
C17 -0.169 -4.318 -6.979  -0.108
O24 2.255 -2.162 -5.790  -0.249
C18 3.209 -1.128 -5.473  -0.089
H46 2.225 -2.676 -9.931  0.087
H47 3.660 -3.744 -9.603  0.090
H48 3.840 -2.069 -10.070  0.090
H49 -0.762 -3.445 -6.707  0.085
H50 -0.113 -4.910 -6.065  0.087
H51 -0.585 -4.871 -7.821  0.090
H52 4.124 -1.424 -5.986  0.080
H53 3.242 -1.077 -4.384  0.089
H54 2.970 -0.130 -5.841  0.086
C19 -2.895 9.917 -3.271  -0.123
O25 -1.720 9.566 -3.968  -0.211
P7 -1.566 9.916 -5.544  0.475
O26 -0.295 9.567 -6.224  -0.237
O27 -1.904 11.528 -5.509  -0.238
C20 -1.686 12.282 -6.737  -0.090
O28 -2.922 9.258 -6.132  -0.214
C21 -3.007 8.939 -7.488  -0.138
H55 -2.722 10.624 -2.459  0.092
H56 -3.279 8.986 -2.853  0.092
H57 -3.688 10.298 -3.915  0.082
H58 -0.963 13.095 -6.671  0.085
H59 -2.601 12.853 -6.894  0.082
H60 -1.517 11.644 -7.605  0.080
H61 -3.704 9.614 -7.985  0.093
H62 -3.281 7.901 -7.676  0.090
H63 -2.065 8.969 -8.035  0.080
C22 -7.229 -3.654 8.543  -0.141
O29 -6.603 -4.068 7.375  -0.210
P8 -5.640 -3.030 6.562  0.469
O30 -4.610 -2.350 7.378  -0.250
O31 -4.934 -3.883 5.351  -0.217
C23 -4.187 -5.068 5.629  -0.112
O32 -6.588 -1.967 5.803  -0.215
C24 -6.023 -0.724 5.404  -0.111
H64 -7.271 -4.417 9.321  0.086
H65 -8.309 -3.587 8.411  0.089
H66 -6.761 -2.773 8.982  0.092
H67 -4.287 -5.447 6.646  0.087
H68 -3.124 -4.978 5.405  0.086
H69 -4.471 -5.844 4.918  0.083
H70 -6.155 -0.571 4.333  0.092
H71 -4.943 -0.661 5.538  0.080
H72 -6.414 0.070 6.040  0.093
C25 1.170 0.397 12.731  -0.134
O33 2.327 0.290 13.448  -0.228
P9 2.340 -0.231 14.964  0.490
O34 1.622 -1.497 15.173  -0.223
O35 3.933 -0.315 15.388  -0.208
C26 4.248 -0.430 16.727  -0.164
O36 1.802 1.051 15.838  -0.227
C27 2.148 2.346 15.628  -0.150
H73 0.273 0.108 13.279  0.098
H74 1.341 -0.329 11.935  0.098
H75 1.116 1.398 12.303  0.097
H76 4.693 0.521 17.021  0.082
H77 5.104 -1.095 16.839  0.090
H78 3.547 -0.638 17.536  0.099
H79 2.640 2.477 14.664  0.092
H80 2.814 2.652 16.435  0.091
H81 1.215 2.904 15.702  0.097
C28 -7.611 -5.518 -1.611  -0.172
C29 -8.607 -5.064 -2.652  -0.162
C30 -8.102 -3.594 -2.765  -0.227
O37 -7.800 -3.174 -1.467  -0.137
C31 -7.300 -4.250 -0.713  -0.178
H82 -6.698 -5.827 -2.119  0.103
H83 -7.854 -6.426 -1.059  0.104
H84 -9.647 -5.101 -2.326  0.107
H85 -8.555 -5.652 -3.568  0.108
H86 -8.868 -2.927 -3.160  0.116
H87 -7.296 -3.574 -3.499  0.113
H88 -7.847 -4.201 0.229  0.116
H89 -6.223 -4.158 -0.570  0.111
C32 -1.627 8.130 8.426  -0.147
C33 -3.105 7.768 8.430  -0.202
C34 -3.016 6.315 8.772  -0.206
O38 -1.955 6.215 9.758  -0.164
C35 -0.957 7.177 9.535  -0.173
H90 -1.479 9.196 8.599  0.100
H91 -1.313 7.862 7.417  0.103
H92 -3.584 7.927 7.464  0.114
H93 -3.681 8.300 9.188  0.112
H94 -2.894 5.735 7.857  0.119
H95 -3.916 6.010 9.306  0.119
H96 -0.188 6.621 9.000  0.110
H97 -0.774 7.627 10.511  0.117
C36 8.145 0.667 1.934  -0.168
C37 9.298 1.442 2.590  -0.166
C38 8.739 1.932 3.908  -0.219
O39 7.367 1.636 3.845  -0.128
C39 6.947 1.253 2.554  -0.243
H98 8.114 -0.339 2.352  0.120
H99 8.017 0.789 0.858  0.120
H100 9.577 2.302 1.982  0.107
H101 10.199 0.847 2.736  0.107
H102 8.901 2.988 4.125  0.117
H103 9.367 1.366 4.597  0.111
H104 6.621 2.147 2.023  0.118
H105 6.091 0.587 2.665  0.126
C40 0.110 -10.338 -0.023  -0.176
C41 -0.780 -11.570 -0.105  -0.176
C42 -2.234 -11.012 0.036  -0.163
O40 -2.041 -9.823 -0.794  -0.189
C43 -0.759 -9.194 -0.488  -0.173
H106 1.021 -10.529 -0.589  0.108
H107 0.392 -10.251 1.027  0.108
H108 -0.664 -12.321 0.677  0.103
H109 -0.656 -12.127 -1.034  0.108
H110 -2.573 -10.690 1.021  0.108
H111 -2.993 -11.754 -0.209  0.111
H112 -1.018 -8.476 0.289  0.113
H113 -0.507 -8.681 -1.416  0.118
C44 6.094 7.114 -0.145  -0.203
C45 4.925 7.097 -1.123  -0.173
C46 5.419 6.149 -2.167  -0.220
O41 6.747 6.614 -2.216  -0.145
C47 7.285 7.130 -0.983  -0.200
H114 6.088 6.353 0.634  0.116
H115 6.073 8.060 0.396  0.111
H116 4.908 8.101 -1.548  0.121
H117 3.964 6.867 -0.662  0.117
H118 4.843 6.468 -3.036  0.119
H119 5.245 5.084 -2.016  0.120
H120 7.749 8.091 -1.206  0.122
H121 8.087 6.483 -0.628  0.115

Cartesian forces (eV/Å) of the 6 atoms listed first:
C 0.9 -0.1 -0.2
O 0.1 -0.6 -0.8
P -0.5 2.2 0.1
O 1.2 -2.4 3.0
O -1.3 -0.3 0.2
C 1.1 1.0 -0.7

Summary:
Frontier orbital gap   9.62 eV
Calculated total energy   -8020.8035 Ha
2S+1   1

---

(2)
Density functional theory data (ωB97M-V/def2-TZVPD) for 11 unconnected molecules or ions with the total composition C47H124N14O17 at a distorted geometry.

Last column: Löwdin charge in e.
CARTESIAN COORDINATES (ANGSTROEM)
C1 0.361 0.018 -0.591  -0.089
O1 -0.050 0.831 0.504  -0.204
C2 -1.319 1.372 0.183  -0.208
C3 -1.642 2.385 1.312  -0.362
C4 -1.566 1.569 2.648  -0.032
N1 -2.941 3.003 0.950  0.084
H1 -0.376 -0.776 -0.704  0.073
H2 1.301 -0.475 -0.311  0.085
H3 0.432 0.508 -1.569  0.075
H4 -1.236 1.949 -0.749  0.109
H5 -2.038 0.535 0.245  0.116
H6 -0.881 3.179 1.281  0.108
H7 -0.559 1.341 3.010  0.058
H8 -2.145 0.682 2.384  0.064
H9 -2.142 2.014 3.466  0.064
H10 -3.766 2.484 1.187  0.041
H11 -3.092 3.935 1.292  0.034
C5 3.299 6.397 0.939  -0.076
O2 2.627 5.167 1.278  -0.248
C6 2.652 4.951 2.646  -0.221
C7 1.700 3.705 2.907  -0.385
C8 1.581 3.476 4.485  -0.041
N2 2.295 2.527 2.290  0.057
H12 4.352 6.307 1.246  0.095
H13 2.772 7.200 1.484  0.095
H14 3.336 6.324 -0.151  0.064
H15 3.676 4.689 2.948  0.128
H16 2.351 5.885 3.153  0.119
H17 0.697 3.875 2.498  0.086
H18 2.510 3.333 5.036  0.074
H19 0.954 2.589 4.584  0.051
H20 1.044 4.260 5.009  0.061
H21 2.148 2.548 1.293  0.062
H22 1.894 1.669 2.644  0.058
C9 7.146 -6.359 -3.872  -0.117
O3 6.240 -6.315 -2.778  -0.201
C10 5.013 -6.988 -3.000  -0.239
C11 4.115 -6.556 -1.874  -0.212
N3 3.507 -5.212 -2.052  -0.024
C12 4.434 -4.122 -1.862  -0.235
C13 3.734 -2.818 -1.622  -0.220
O4 3.223 -2.646 -0.326  -0.243
C14 4.192 -2.695 0.703  -0.087
H23 6.812 -5.856 -4.790  0.088
H24 7.532 -7.347 -4.177  0.087
H25 8.053 -5.874 -3.533  0.079
H26 5.060 -8.097 -3.095  0.127
H27 4.650 -6.669 -3.990  0.124
H28 4.667 -6.641 -0.939  0.116
H29 3.304 -7.292 -1.895  0.117
H30 2.794 -5.284 -1.318  0.064
H31 5.069 -3.965 -2.751  0.127
H32 5.162 -4.240 -1.041  0.111
H33 2.857 -2.633 -2.272  0.137
H34 4.566 -2.112 -1.725  0.117
H35 3.598 -2.530 1.601  0.082
H36 5.038 -2.006 0.532  0.105
H37 4.638 -3.684 0.777  0.073
C15 -1.520 5.627 3.351  -0.095
O5 -2.424 5.861 2.269  -0.212
C16 -1.994 6.992 1.484  -0.217
C17 -0.807 6.766 0.655  -0.259
N4 -1.095 5.852 -0.403  -0.028
C18 0.160 5.285 -0.981  -0.187
C19 -0.088 4.640 -2.264  -0.241
O6 -0.136 5.599 -3.321  -0.184
C20 -0.325 4.963 -4.581  -0.101
H38 -0.503 5.388 3.038  0.053
H39 -1.966 4.726 3.755  0.073
H40 -1.484 6.456 4.057  0.093
H41 -1.833 7.874 2.120  0.125
H42 -2.897 7.163 0.897  0.129
H43 0.054 6.535 1.342  0.118
H44 -0.459 7.635 0.114  0.126
H45 -1.674 5.077 -0.117  0.080
H46 0.515 4.533 -0.236  0.118
H47 0.849 6.137 -1.048  0.124
H48 -1.053 4.076 -2.248  0.120
H49 0.661 3.895 -2.560  0.114
H50 -1.324 4.532 -4.726  0.081
H51 0.550 4.334 -4.849  0.080
H52 -0.296 5.866 -5.197  0.088
C21 -3.534 -4.898 -5.192  -0.081
O7 -3.305 -3.946 -4.146  -0.225
C22 -3.415 -2.623 -4.597  -0.235
C23 -3.061 -1.612 -3.491  -0.218
N5 -2.703 -0.368 -4.112  -0.054
C24 -2.652 0.708 -3.122  -0.200
C25 -2.941 1.976 -3.878  -0.244
O8 -4.086 1.875 -4.645  -0.192
C26 -5.242 2.058 -3.905  -0.102
H53 -2.873 -4.686 -6.035  0.088
H54 -4.554 -4.748 -5.502  0.080
H55 -3.320 -5.880 -4.766  0.085
H56 -4.456 -2.480 -4.943  0.130
H57 -2.728 -2.422 -5.429  0.125
H58 -2.211 -1.984 -2.927  0.114
H59 -3.980 -1.490 -2.885  0.113
H60 -3.407 -0.135 -4.792  0.099
H61 -1.649 0.669 -2.725  0.097
H62 -3.440 0.607 -2.392  0.098
H63 -2.129 2.150 -4.565  0.115
H64 -3.118 2.807 -3.143  0.134
H65 -6.060 1.852 -4.596  0.100
H66 -5.284 3.064 -3.521  0.092
H67 -5.269 1.352 -3.074  0.075
C27 -2.265 -6.462 -1.389  -0.096
O9 -1.532 -5.515 -0.636  -0.245
C28 -0.470 -4.985 -1.418  -0.204
C29 0.345 -4.063 -0.505  -0.206
N6 1.351 -4.817 0.168  -0.080
C30 0.927 -5.769 1.215  -0.143
C31 2.237 -6.374 1.700  -0.245
O10 2.028 -7.276 2.736  -0.191
C32 3.231 -7.874 3.180  -0.101
H68 -2.802 -5.957 -2.203  0.075
H69 -2.984 -7.019 -0.775  0.096
H70 -1.578 -7.199 -1.824  0.092
H71 -0.880 -4.421 -2.275  0.123
H72 0.251 -5.771 -1.703  0.130
H73 -0.372 -3.544 0.155  0.093
H74 0.842 -3.361 -1.171  0.110
H75 2.142 -4.223 0.415  0.079
H76 0.238 -6.499 0.786  0.121
H77 0.444 -5.224 2.027  0.107
H78 2.908 -5.574 2.047  0.126
H79 2.703 -6.908 0.862  0.117
H80 3.844 -7.038 3.543  0.089
H81 3.792 -8.413 2.398  0.090
H82 2.872 -8.560 3.946  0.091
C33 0.850 -2.040 2.621  -0.166
O11 1.609 -1.947 3.732  -0.176
C34 1.041 -2.349 4.967  -0.184
C35 -0.125 -1.468 5.419  -0.194
N7 -1.423 -1.800 4.819  -0.047
C36 -2.486 -0.860 5.262  -0.196
C37 -3.774 -1.101 4.615  -0.259
O12 -4.400 -2.194 5.247  -0.194
C38 -5.676 -2.430 4.705  -0.101
H83 1.453 -1.986 1.708  0.075
H84 0.134 -1.217 2.509  0.075
H85 0.151 -2.896 2.542  0.068
H86 1.868 -2.277 5.675  0.125
H87 0.793 -3.395 4.810  0.119
H88 0.197 -0.448 5.135  0.124
H89 -0.252 -1.501 6.497  0.112
H90 -1.667 -2.770 4.959  0.113
H91 -2.096 0.148 5.178  0.108
H92 -2.669 -0.937 6.349  0.129
H93 -3.693 -1.251 3.507  0.110
H94 -4.510 -0.309 4.760  0.100
H95 -5.572 -2.887 3.722  0.093
H96 -6.195 -1.461 4.750  0.090
H97 -6.300 -2.950 5.436  0.088
C39 5.905 5.866 -1.806  -0.104
O13 6.200 4.819 -0.882  -0.172
C40 5.187 3.857 -0.850  -0.235
C41 5.266 2.790 -1.951  -0.183
N8 4.867 3.338 -3.253  -0.058
C42 4.901 2.397 -4.320  -0.228
C43 4.201 1.062 -4.080  -0.215
O14 2.862 1.120 -3.551  -0.205
C44 1.897 1.508 -4.545  -0.096
H98 4.933 6.330 -1.598  0.066
H99 5.891 5.444 -2.810  0.071
H100 6.607 6.713 -1.776  0.090
H101 4.216 4.364 -0.827  0.100
H102 5.274 3.308 0.104  0.133
H103 4.698 1.889 -1.711  0.102
H104 6.305 2.446 -1.929  0.128
H105 3.974 3.784 -3.127  0.111
H106 5.920 2.260 -4.692  0.125
H107 4.409 2.839 -5.176  0.104
H108 4.759 0.510 -3.322  0.105
H109 4.137 0.500 -5.013  0.117
H110 2.117 2.470 -5.016  0.071
H111 0.966 1.486 -3.997  0.068
H112 1.830 0.773 -5.367  0.092
N9 -2.313 -2.863 1.501  0.179
C45 -3.208 -2.353 0.587  -0.533
N10 -3.474 -3.280 -0.459  0.182
O15 -3.763 -1.240 0.699  -0.042
H113 -2.130 -2.483 2.435  0.082
H114 -2.084 -3.834 1.340  0.087
H115 -4.025 -2.917 -1.204  0.065
H116 -2.686 -3.795 -0.826  0.055
N11 -5.695 4.033 3.155  0.170
C46 -5.049 3.388 4.194  -0.610
N12 -4.494 4.316 5.106  0.120
O16 -4.932 2.195 4.457  -0.006
H117 -5.458 5.020 3.088  0.097
H118 -6.167 3.529 2.391  0.067
H119 -4.063 3.960 5.958  0.101
H120 -4.820 5.268 5.159  0.085
N13 -6.160 0.357 -0.060  0.145
C47 -6.180 1.142 1.104  -0.590
N14 -5.398 0.515 2.070  0.159
O17 -6.862 2.179 1.238  -0.024
H121 -6.738 0.481 -0.871  0.087
H122 -5.438 -0.346 -0.095  0.045
H123 -4.710 -0.143 1.692  0.032
H124 -5.138 1.006 2.934  0.053

Cartesian forces (eV/Å) of the 6 atoms listed first:
C 0.2 -0.8 0.9
O 0.6 -0.1 -1.3
C 0.5 1.0 1.6
C -0.4 -0.4 -0.1
C -1.1 0.7 -0.5
N 0.7 -0.1 -0.1

Summary:
SMILES string   COC[C@H](C)N.COC[C@H](C)N.COCCNCCOC.COCCNCCOC.COCCNCCOC.COCCNCCOC.COCCNCCOC.COCCNCCOC.NC(N)=O.NC(N)=O.NC(N)=O
Frontier orbital gap   9.04 eV
Calculated total energy   -3910.5676 Ha
2S+1   1